A 10-piece molecular cluster, C44H63Br18F13IN3OS overall in a non-equilibrium geometry, computed with ωB97M-V/def2-TZVPD.

Properties
SMILES ... C#Cc1c(I)c(CCC(F)(F)C(F)(F)C(F)(F)C(F)(F)S(F)(F)(F)(F)F)c2nc(C=C)c(OC[C@@H](C)CC(C)C)nc2c1CN.BrCCBr.BrCCBr.BrCCBr.BrCCBr.BrCCBr.BrCCBr.BrCCBr.BrCCBr.BrCCBr
Calculated total energy ... -50280.17218 hartree
Orbital gap ... 7.946 eV
Lowest unoccupied orbital energy ... -0.46 eV

Last column: Löwdin charge in e.
Atoms and positions in Å:
C1 4.091 -4.109 1.330  0.1347
C2 3.799 -3.252 0.546  -0.1803
C3 3.263 -2.498 -0.540  -0.2493
C4 4.123 -1.976 -1.555  -0.5191
I1 6.167 -2.488 -1.339  1.0619
C5 3.663 -1.225 -2.587  -0.1936
C6 4.647 -0.711 -3.637  -0.1433
C7 5.732 0.248 -3.075  -0.1303
C8 5.793 1.640 -3.680  -0.4327
F1 5.645 1.497 -5.037  0.1003
F2 7.027 2.155 -3.522  0.1308
C9 4.714 2.683 -3.305  -0.3517
F3 3.575 2.293 -3.901  0.1423
F4 5.074 3.844 -3.876  0.0855
C10 4.411 2.859 -1.775  -0.3721
F5 5.564 2.693 -1.116  0.1721
F6 3.545 1.883 -1.481  0.1631
C11 3.828 4.271 -1.505  -0.4203
F7 4.845 5.155 -1.476  0.0405
F8 2.997 4.654 -2.465  0.1455
S1 2.913 4.470 0.154  0.7749
F9 2.125 5.721 -0.427  -0.1251
F10 1.754 3.529 -0.342  -0.1156
F11 3.720 3.274 0.798  -0.1127
F12 4.019 5.469 0.705  -0.1345
F13 2.146 4.649 1.522  -0.1114
C12 2.247 -0.970 -2.696  -0.1318
N1 1.783 -0.212 -3.740  0.2134
C13 0.473 -0.086 -3.754  -0.1662
C14 -0.141 0.668 -4.870  -0.0904
C15 0.613 1.418 -5.670  0.0494
C16 -0.392 -0.674 -2.767  -0.2620
O1 -1.744 -0.546 -2.887  -0.0092
C17 -2.407 -0.135 -1.681  -0.1479
C18 -2.562 1.362 -1.398  -0.3062
C19 -1.277 1.935 -0.755  -0.0505
C20 -3.099 2.178 -2.597  -0.1388
C21 -2.799 3.694 -2.552  -0.4095
C22 -1.652 4.015 -3.505  -0.0814
C23 -4.047 4.431 -3.109  -0.0823
N2 0.060 -1.375 -1.785  0.2283
C24 1.415 -1.521 -1.728  -0.1376
C25 1.929 -2.259 -0.648  -0.1068
C26 0.948 -2.772 0.381  -0.1852
N3 0.319 -1.594 1.030  0.0214
H1 4.251 -4.896 2.023  0.0387
H2 5.169 -1.613 -3.963  0.0916
H3 4.129 -0.333 -4.511  0.1062
H4 5.656 0.269 -1.992  0.0751
H5 6.711 -0.182 -3.277  0.0992
H6 -1.202 0.602 -5.062  0.0987
H7 1.594 1.772 -5.386  0.0492
H8 0.280 1.688 -6.664  0.0658
H9 -3.420 -0.534 -1.766  0.1311
H10 -1.974 -0.602 -0.798  0.0974
H11 -3.342 1.425 -0.635  0.1359
H12 -0.770 1.178 -0.156  0.0718
H13 -1.569 2.712 -0.046  0.0773
H14 -0.596 2.406 -1.462  0.0583
H15 -4.190 2.092 -2.537  0.1100
H16 -2.835 1.736 -3.556  0.1060
H17 -2.643 4.066 -1.542  0.1262
H18 -1.840 3.555 -4.472  0.0790
H19 -1.529 5.094 -3.595  0.0747
H20 -0.690 3.621 -3.170  0.0597
H21 -3.764 5.460 -3.336  0.0703
H22 -4.776 4.491 -2.299  0.0757
H23 -4.454 3.915 -3.975  0.0800
H24 0.206 -3.411 -0.101  0.1203
H25 1.465 -3.311 1.165  0.0979
H26 -0.557 -1.391 0.564  0.0302
H27 0.022 -1.893 1.954  -0.0384
Br1 4.348 4.018 -9.532  0.6090
C27 5.088 5.430 -8.416  -0.6985
C28 4.840 5.169 -6.955  -0.7058
Br2 2.998 5.552 -6.462  0.6211
H28 4.653 6.363 -8.759  0.0488
H29 6.156 5.430 -8.627  0.0557
H30 5.443 5.833 -6.338  0.0104
H31 5.034 4.140 -6.670  0.0441
Br3 -1.280 -2.739 4.063  0.6524
C29 -0.945 -1.195 5.195  -0.6678
C30 -2.201 -0.391 5.402  -0.6817
Br4 -2.637 0.669 3.831  0.6260
H32 -0.147 -0.625 4.728  0.0547
H33 -0.591 -1.603 6.140  0.0587
H34 -2.062 0.330 6.206  0.0618
H35 -3.069 -1.008 5.615  0.0309
Br5 9.818 6.949 -3.399  0.6580
C31 8.640 6.813 -4.938  -0.6890
C32 7.377 7.608 -4.737  -0.6775
Br6 6.158 6.697 -3.525  0.7354
H36 8.453 5.755 -5.099  0.0505
H37 9.211 7.210 -5.775  0.0581
H38 6.834 7.708 -5.675  0.0479
H39 7.559 8.594 -4.321  0.0510
Br7 -4.659 -6.136 5.680  0.6456
C33 -5.063 -4.314 6.239  -0.6780
C34 -5.997 -3.631 5.279  -0.6956
Br8 -5.075 -3.077 3.660  0.5934
H40 -4.111 -3.802 6.345  0.0439
H41 -5.531 -4.413 7.218  0.0248
H42 -6.385 -2.714 5.718  0.0103
H43 -6.826 -4.261 4.972  0.0496
Br9 -8.859 -5.190 8.125  0.6035
C35 -7.833 -6.454 9.194  -0.6991
C36 -7.558 -5.915 10.571  -0.6896
Br10 -6.148 -4.573 10.539  0.6049
H44 -6.928 -6.677 8.637  0.0316
H45 -8.450 -7.349 9.249  0.0574
H46 -7.189 -6.704 11.221  0.0591
H47 -8.427 -5.449 11.025  0.0498
Br11 -6.479 0.215 5.376  0.6272
C37 -5.844 2.054 5.444  -0.6958
C38 -6.605 2.936 4.491  -0.6912
Br12 -6.041 2.661 2.649  0.5950
H48 -4.779 2.026 5.236  -0.0047
H49 -6.006 2.375 6.471  0.0588
H50 -6.399 3.984 4.699  0.0579
H51 -7.676 2.765 4.521  0.0494
Br13 -6.273 -9.743 6.947  0.5914
C39 -6.633 -9.317 5.080  -0.7005
C40 -6.588 -10.543 4.212  -0.7077
Br14 -4.758 -11.113 3.867  0.6085
H52 -5.912 -8.563 4.785  -0.0100
H53 -7.631 -8.883 5.074  0.0631
H54 -7.003 -10.330 3.229  -0.0553
H55 -7.105 -11.392 4.648  0.0521
Br15 -4.677 -9.310 -1.223  0.6117
C41 -5.601 -10.870 -0.522  -0.6967
C42 -7.095 -10.688 -0.553  -0.6755
Br16 -7.697 -9.510 0.876  0.6715
H56 -5.217 -11.042 0.479  0.0281
H57 -5.307 -11.693 -1.170  0.0586
H58 -7.599 -11.635 -0.373  0.0589
H59 -7.453 -10.261 -1.484  0.0501
Br17 10.011 4.302 1.423  0.6043
C43 9.764 6.229 1.529  -0.6991
C44 9.892 6.879 0.178  -0.7182
Br18 11.754 7.008 -0.383  0.5805
H60 10.487 6.601 2.248  0.0483
H61 8.758 6.367 1.922  0.0566
H62 9.533 7.905 0.213  0.0614
H63 9.365 6.340 -0.603  0.0016